The following is a DFT calculation (ωB97M-V with the def2-TZVPD basis set) of a structure of composition C42H35N4O5PdTe in a non-equilibrium geometry.

spin multiplicity = 3
strongest force on any atom = 1.6 eV/Å
expectation value of S² = 2.010
HOMO (spin up / spin down) = -0.1360 / -0.1603 hartree
charge = -1
orbital gap (spin up / spin down) = 6.05 / 6.68 eV

The geometry in XYZ format:
```
88
Properties=species:S:1:pos:R:3:forces:R:3:lowdin_charge:R:1
H -0.63383 -3.32106 6.62767 -0.0208 -0.0329 0.0281 0.07
C -1.95116 1.23266 2.27870 -0.0506 0.0481 0.0144 -0.13
C 2.63522 0.38742 4.47484 -0.2546 -0.1357 -0.0104 -0.04
H -2.63082 -8.10804 1.79365 0.0181 0.0215 -0.0001 0.10
C 3.28465 -5.12813 0.92885 0.0302 0.0040 0.0307 -0.11
C 1.46758 -0.88499 2.62957 0.3377 0.8339 -0.7066 -0.18
N 1.53066 -0.12663 1.58153 0.5393 -0.6592 1.3227 -0.05
H 0.47703 6.94394 -0.15263 -0.0051 -0.0204 0.0177 0.08
O -2.76704 1.37915 -0.87195 -0.1612 -0.0300 -0.0565 0.04
C -2.37347 0.56298 -1.68458 0.1121 0.0118 -0.1908 -0.49
Te 2.42539 -0.82161 -1.31434 0.2932 -0.2363 0.1441 1.49
H 4.93376 -2.45068 -0.31399 0.0063 0.0772 0.0937 0.09
O -0.50040 -1.89959 0.65102 -0.4556 -0.7192 0.6792 -0.16
H 5.46806 -0.37220 6.17157 -0.0151 0.0073 0.0085 0.10
H 3.75843 1.40685 5.98675 -0.0179 0.0037 -0.0158 0.10
H -2.48999 -1.60613 -4.07605 0.0665 -0.0108 -0.0112 0.11
H 2.00420 6.02663 -1.89418 -0.0005 -0.0085 -0.0024 0.09
H -2.36220 -4.42337 3.82664 0.0129 -0.0664 -0.0071 0.12
H 2.12942 3.58568 -2.25355 -0.0071 -0.0156 0.0026 0.10
H -1.37380 -4.77455 5.94856 0.0062 -0.0120 0.0220 0.07
C -3.32843 -4.81673 1.34354 -0.1247 -0.4589 -0.1109 -0.14
C -3.20557 -7.21755 1.56959 -0.0335 -0.1463 -0.0021 -0.09
C 2.52054 -0.75280 3.68235 0.4680 -0.0050 0.1612 -0.20
C -2.11121 -0.64331 -3.73454 -0.0069 -0.0073 0.0495 -0.10
C -2.72663 -3.43860 1.35239 -0.0430 0.2196 0.0377 -0.31
H 5.27350 -2.40715 4.77581 -0.0307 -0.0057 0.0168 0.10
C 3.47064 -1.76307 3.81855 -0.0756 0.0830 -0.1555 -0.03
C 1.47132 4.00072 -1.49932 0.0404 0.0727 0.0246 -0.03
H 0.77084 -3.41036 -0.55829 -0.0176 0.0614 0.0372 0.09
C -2.83009 2.26749 2.29286 -0.0411 -0.1290 0.1122 -0.10
C -3.12318 0.19011 -2.96640 0.0152 0.0076 0.0055 -0.10
H -3.45569 1.08761 -3.48650 -0.0073 0.0372 0.0667 0.11
H -3.79142 2.38879 2.76032 0.0127 0.0030 -0.0353 0.10
H -1.55200 -5.89020 1.88083 0.0037 0.0151 0.0587 0.11
C -4.66106 -4.94737 0.95322 0.0569 0.1503 0.0736 -0.02
O 0.85467 1.81143 -0.99666 0.1658 0.2737 0.1133 -0.24
H 5.34210 -4.50323 0.96792 -0.0114 -0.0253 -0.0313 0.10
H 1.89070 1.17020 4.38560 0.0200 0.0184 -0.0470 0.13
C 3.56649 0.19304 0.24604 -0.4109 -0.0471 0.0305 -0.41
C -1.57025 -3.74026 3.53980 -0.0373 0.2402 -0.2753 0.00
H 4.15993 0.98569 -0.20683 -0.0331 -0.0247 -0.0719 0.05
H -5.01654 -8.30518 1.18846 0.0079 -0.0020 -0.0305 0.10
C -5.26616 -6.18995 0.89693 -0.0417 -0.0939 0.0036 -0.09
O -0.02974 -1.60401 -2.96320 -0.0180 0.1357 0.1745 -0.08
N -0.86339 1.56220 1.51047 0.0433 -0.1352 -0.2433 0.06
H 2.21117 1.70928 0.93915 -0.1150 -0.0215 0.0086 0.09
C 4.09953 -3.09225 -0.05803 -0.0597 0.0138 -0.0488 -0.16
C -1.06807 2.78101 1.04509 -0.1658 -0.0387 0.1799 -0.30
H -2.02041 0.26992 2.75885 -0.0643 -0.0062 -0.0353 0.10
C -0.23460 5.00066 0.41078 0.0279 -0.0666 -0.0189 -0.07
N -2.25601 3.24524 1.51836 0.1504 -0.0034 -0.0009 0.10
H 0.38549 -4.60506 5.98565 -0.0315 -0.0424 0.0467 0.07
C 3.68162 0.51668 5.37462 0.0564 0.0329 0.0681 -0.08
C -2.60169 -5.97113 1.63004 0.0354 0.1810 -0.0301 -0.04
C 4.52698 -1.62524 4.70353 0.1047 0.0147 0.0540 -0.08
H -5.20513 -4.04794 0.69553 0.0066 0.0018 -0.0049 0.12
C 0.53771 5.87666 -0.32553 -0.0658 0.1863 0.0001 -0.14
C -1.60009 -3.16337 2.27871 0.2923 0.0288 0.2185 -0.07
H -4.00656 -0.38521 -2.68457 -0.0156 0.0325 0.0276 0.11
C 2.63332 0.77899 1.31412 0.2372 0.1533 -0.0053 -0.29
C 0.70730 3.06555 -0.74535 -0.0139 -0.1454 -0.0542 -0.38
N -1.20506 -0.14237 -1.60124 -0.2974 0.0208 -0.3199 0.03
C 0.43189 -1.87790 2.85344 -0.7083 -0.3420 0.4609 -0.07
H 4.23837 -0.53166 0.70106 0.0219 -0.1294 -0.0981 0.03
H -0.88924 5.40597 1.17594 0.0146 -0.0203 0.0285 0.10
O -3.22057 -2.59363 0.63684 0.0088 0.0189 0.0341 0.11
Pd 0.12325 -0.01204 0.03553 0.0869 0.9813 -0.6995 0.91
H 1.10614 -2.20576 4.85872 -0.0368 -0.0544 0.0331 0.12
C 0.36676 -2.48514 4.11753 0.0301 0.1511 -0.3211 0.01
C -4.54264 -7.33190 1.21785 0.0383 0.0635 0.0071 -0.10
C 2.80643 -2.74692 -0.44880 0.1481 0.2054 -0.1623 -0.48
C 1.39360 5.35772 -1.29711 -0.0039 -0.0733 0.0133 -0.12
C 2.01023 -4.82711 0.47039 0.0492 -0.0479 -0.0018 -0.08
H -1.69688 -0.11676 -4.59589 0.0074 -0.0310 -0.0190 0.11
H 3.46361 -6.02824 1.50514 -0.0152 -0.0181 -0.0484 0.09
C 1.77162 -3.64720 -0.22320 -0.1767 0.0985 -0.0354 -0.12
H 3.21446 1.01658 2.20445 0.0942 -0.0286 0.0175 0.10
C -0.55285 -4.06650 5.83284 0.0346 0.1186 -0.0934 -0.07
C 4.63888 -0.48192 5.48387 -0.0216 -0.0599 -0.0317 -0.10
C -0.58475 -3.42162 4.46657 -0.0516 -0.1778 0.4164 -0.28
C -0.55892 -2.25182 1.87051 0.2067 -0.1558 -0.4860 -0.31
C -0.98046 -0.86243 -2.72348 -0.2483 -0.2507 -0.2399 -0.53
H -2.69193 4.10096 1.23290 -0.0077 0.0336 -0.0758 0.14
H 3.37510 -2.65132 3.20658 0.0352 -0.0645 -0.0521 0.12
C 4.33576 -4.26772 0.64040 0.0249 0.0098 0.0574 -0.11
H -6.30334 -6.27531 0.59671 -0.0032 0.0221 0.0225 0.10
C -0.18303 3.61340 0.23066 0.0724 0.0773 -0.1332 -0.09
H 1.19087 -5.50946 0.66385 -0.0173 0.0337 -0.0038 0.10
```
Positions in Å, forces in eV/Å.

***

The following is a DFT calculation (ωB97M-V with the def2-TZVPD basis set) of a structure of composition C42H36AsBFeN2O4S in a non-equilibrium geometry.

spin multiplicity = 2
strongest force on any atom = 1.1 eV/Å
expectation value of S² = 0.780
HOMO (spin up / spin down) = -0.1610 / -0.1624 hartree
charge = -1
orbital gap (spin up / spin down) = 6.80 / 6.84 eV

The geometry in XYZ format:
```
88
Properties=species:S:1:pos:R:3:forces:R:3:lowdin_charge:R:1
C -1.95946 -0.73186 1.49221 0.0621 -0.0892 -0.0390 -0.05
C 0.32086 2.11233 -4.47319 0.0049 -0.0171 0.0215 -0.10
C 3.34168 -1.67181 -4.51145 -0.0072 0.0052 0.0042 -0.09
C -3.13359 -0.79920 -2.06543 0.0100 -0.0076 -0.0021 -0.02
C 4.38516 3.41886 0.06137 0.0386 0.0107 -0.0333 -0.09
C -1.82977 3.16271 -4.49920 0.0295 -0.0031 -0.0282 -0.11
C 2.19542 3.95414 -1.56119 -0.0145 0.0086 -0.0060 -0.08
C 4.59825 0.35878 -4.78640 -0.0002 -0.0054 -0.0070 -0.09
C 3.69558 2.37798 -0.54126 0.0051 0.0009 -0.0275 -0.11
O -0.95394 -0.67658 -1.20702 0.0823 0.1340 0.0494 -0.17
C 2.51242 2.71976 2.68500 -0.0280 -0.0232 0.0317 -0.22
H 3.16904 -2.71116 -4.76110 0.0005 -0.0008 -0.0011 0.10
H 4.40622 2.29337 3.59148 0.0042 0.0003 0.0048 0.12
H 3.73147 -1.72154 1.08698 -0.0035 0.0029 0.0011 0.11
H -4.60239 -0.67731 1.49245 -0.0006 0.0002 -0.0006 0.10
H 3.95842 2.02957 -3.59876 0.0011 0.0055 0.0033 0.10
H 5.60292 -2.64759 2.44065 -0.0002 0.0014 -0.0010 0.09
H 3.50500 7.57955 2.71555 -0.0003 -0.0003 -0.0013 0.08
C 4.48729 -2.61080 4.27320 -0.0025 0.0027 -0.0006 -0.11
H -0.62917 2.83341 -6.25988 -0.0030 0.0019 -0.0010 0.09
H 2.54550 6.01609 -1.09034 0.0009 0.0011 -0.0028 0.10
H 4.05609 6.14207 6.13716 0.0008 -0.0037 -0.0026 0.08
H -6.12588 -0.78158 -0.45534 -0.0003 0.0040 0.0025 0.08
H -2.32820 -1.21803 2.39512 0.0193 -0.0615 -0.0255 0.13
H 1.27592 -1.54901 4.55492 0.0017 -0.0005 0.0005 0.11
N -0.72422 -0.40389 1.45670 -0.2337 0.3287 0.0341 -0.07
C 2.88184 4.99626 -0.94855 0.0002 -0.0051 -0.0013 -0.08
C 1.53142 4.88924 3.08044 -0.0055 0.0037 0.0183 0.06
C 4.37777 -0.97231 -5.11418 0.0039 0.0123 -0.0011 -0.10
C 2.70433 6.61915 4.49320 0.0040 -0.0003 0.0023 -0.56
H 1.53260 7.79570 5.89555 -0.0005 0.0011 -0.0029 0.08
C 1.50421 6.80571 5.43203 -0.0019 0.0026 -0.0059 -0.05
H 4.49824 5.54305 0.35299 0.0036 -0.0013 0.0045 0.10
H 4.87329 6.73795 4.68411 0.0010 0.0048 -0.0007 0.08
H 3.97962 1.35190 -0.33210 0.0103 0.0077 -0.0124 0.12
C -1.93392 3.00594 -3.12877 0.0216 -0.0245 0.0165 -0.12
C 2.65138 7.68378 3.38845 0.0029 0.0008 -0.0020 -0.05
C 3.61050 3.01365 3.45258 -0.0202 0.0013 0.0125 0.01
S -1.04905 2.29171 -0.64758 -0.1692 0.1186 0.1307 0.78
C 3.65919 4.28450 4.03865 0.0111 -0.0060 -0.0111 -0.04
C 3.61560 -1.89920 2.14767 0.0193 0.0168 -0.0041 -0.02
H -2.81861 3.34274 -2.60267 -0.0036 -0.0059 -0.0028 0.10
C 2.64808 5.22572 3.86357 -0.0089 -0.0008 -0.0076 -0.18
O 2.22640 1.59802 1.97482 0.0008 -0.0442 0.0463 0.12
Fe 0.19167 0.47830 0.01309 0.7454 -0.5032 -0.5901 0.21
O 0.54137 3.10933 1.69473 -0.0265 -0.0377 0.0437 0.10
H 3.97622 7.85463 5.71650 -0.0006 -0.0006 0.0014 0.08
H -2.70437 -0.83463 -3.05946 0.0057 0.0006 0.0006 0.11
H 0.56001 6.71071 4.89492 0.0000 -0.0013 0.0028 0.08
C 3.98093 6.84321 5.30390 -0.0041 -0.0026 0.0060 -0.08
C 2.39603 -1.59419 2.74048 -0.0045 0.0069 0.0089 -0.14
C 4.65614 -2.41020 2.91042 -0.0057 -0.0014 0.0001 -0.09
C -4.19995 -0.69300 0.48411 0.0045 0.0065 0.0103 -0.07
C -2.81077 -0.63773 0.32689 -0.0215 0.0285 -0.0159 -0.16
C 3.78314 0.99246 -3.85816 -0.0063 -0.0172 0.0082 -0.10
C 2.22862 -1.79715 4.10735 0.0016 -0.0243 0.0079 -0.03
O 1.58820 -0.69476 0.69040 -0.2245 -0.1002 0.0563 -0.13
H 1.74375 7.59650 2.79085 -0.0020 -0.0027 0.0002 0.08
H 1.20422 1.75521 -4.99134 0.0021 -0.0014 0.0034 0.09
C -2.22655 -0.69421 -0.97942 -0.0366 -0.0340 0.0313 -0.39
C -5.05307 -0.76010 -0.59499 0.0006 -0.0006 -0.0101 -0.13
H 5.40744 0.90636 -5.25375 0.0015 -0.0005 -0.0009 0.10
C -4.49499 -0.81301 -1.87846 -0.0093 0.0037 0.0039 -0.11
C 2.74276 0.29453 -3.25351 -0.0286 -0.1283 0.0444 -0.36
B 0.99217 1.82628 1.31038 0.0733 0.0043 -0.2642 -0.52
C 0.22082 1.95829 -3.09634 0.0465 -0.0625 -0.0521 -0.39
H 1.72178 -1.58630 -3.10183 -0.0031 0.0039 0.0061 0.11
As 1.54283 1.12280 -1.97836 -0.2738 0.4941 0.6934 1.39
C -0.70352 2.71658 -5.18613 -0.0404 0.0121 0.0266 -0.11
H 5.30123 -3.00375 4.87040 -0.0008 -0.0013 0.0014 0.09
H -5.14737 -0.86533 -2.74361 0.0014 -0.0031 -0.0014 0.09
C 3.97684 4.73157 -0.13980 -0.0024 -0.0090 -0.0089 -0.09
C 1.48964 3.64149 2.51125 0.0093 0.0109 -0.0217 -0.19
H 2.67497 8.68627 3.82455 0.0028 0.0005 -0.0006 0.08
H 1.51583 6.05309 6.22260 0.0014 0.0011 0.0022 0.09
C 2.52777 -1.04122 -3.58058 -0.0101 -0.0219 0.0009 -0.10
H 3.13651 -2.44943 5.93398 -0.0001 -0.0002 0.0003 0.09
C 1.30163 -1.02779 1.90744 -0.0269 0.0065 0.0133 -0.46
H 1.32322 4.16334 -2.16907 0.0046 -0.0038 -0.0069 0.10
H 5.01607 -1.46486 -5.83731 0.0005 -0.0001 -0.0005 0.10
N 0.12019 -0.89999 2.44594 0.0606 0.0232 0.0380 0.11
H 0.71963 5.58469 2.90988 -0.0003 -0.0006 -0.0037 0.12
C -0.90915 2.39359 -2.39320 -0.0955 -0.0171 -0.0459 -0.64
C 2.60103 2.64027 -1.36299 0.0351 -0.0093 -0.1320 -0.36
H 4.52168 4.52809 4.64296 0.0017 -0.0004 0.0014 0.09
C 3.27092 -2.30060 4.86948 -0.0057 -0.0010 -0.0010 -0.10
H -2.64294 3.63022 -5.04254 0.0018 -0.0008 -0.0044 0.09
H 5.22217 3.20387 0.71425 -0.0070 0.0071 -0.0054 0.10
```
Positions in Å, forces in eV/Å.